Computed, not measured: C35H26F5N3ORuS2Si as an isolated structure, with the ωB97M-V functional and the def2-TZVPD basis.

Computed properties:
Net charge = +2
Total energy = -88936.878 eV
ΔE to the lowest compared entry with this formula, charge and spin = 95.4 kJ/mol
2S+1 = 5
Lowest unoccupied orbital energy (spin up / spin down) = -6.64 / -9.24 eV
HOMO-LUMO gap (spin up / spin down) = 6.41 / 3.68 eV
HOMO level (spin up / spin down) = -13.054 / -12.919 eV

Atoms and positions in Å:
Ru (-0.15228, -0.49675, -1.29750)
S (6.80181, -0.35182, -2.75993)
C (7.07805, -0.30225, -4.42986)
C (5.91815, -0.35249, -5.15616)
C (4.78029, -0.43473, -4.34013)
C (5.07605, -0.44406, -2.99159)
C (4.18284, -0.52675, -1.86220)
C (2.79541, -0.75404, -2.04299)
N (1.94567, -0.86562, -1.05030)
C (2.39095, -0.75454, 0.22926)
C (3.74581, -0.49251, 0.51858)
C (4.15526, -0.31952, 1.88390)
C (3.26166, -0.38782, 2.88966)
C (1.87702, -0.65514, 2.62325)
C (0.90897, -0.67291, 3.61299)
C (-0.43309, -0.91085, 3.28491)
C (-0.72753, -1.21039, 1.92281)
N (0.16151, -1.17320, 0.97166)
C (1.45257, -0.86676, 1.28557)
C (-1.47994, -0.82082, 4.24258)
C (-2.86152, -0.84037, 4.01852)
C (-3.59791, -0.66711, 5.17995)
C (-2.79077, -0.51164, 6.29615)
S (-1.13808, -0.57375, 5.93907)
C (4.63097, -0.38562, -0.55065)
H (8.08569, -0.23748, -4.80953)
H (5.89431, -0.33029, -6.23497)
H (3.77564, -0.46781, -4.73755)
H (2.38988, -0.85085, -3.04219)
H (5.20013, -0.12000, 2.08285)
H (3.57264, -0.24204, 3.91633)
H (1.19449, -0.48182, 4.64090)
H (-1.73479, -1.46970, 1.62836)
H (-3.31369, -0.94510, 3.04286)
H (-4.67669, -0.65314, 5.22298)
H (-3.11170, -0.35727, 7.31610)
H (5.67368, -0.17780, -0.34986)
C (-3.66690, -2.24161, -3.41797)
Si (-2.76738, -1.87041, -1.82189)
C (-3.80542, -2.36307, -0.33167)
C (-1.04925, -2.75261, -1.84655)
N (-2.12356, -0.22723, -1.71119)
C (-2.80482, 0.93347, -1.86114)
C (-4.21567, 0.99272, -1.72151)
C (-4.87750, 2.19325, -1.81222)
C (-4.17668, 3.37120, -2.07357)
C (-2.79843, 3.32859, -2.28674)
C (-2.12059, 2.13841, -2.18105)
H (-3.93069, -3.30212, -3.42792)
H (-3.06062, -2.03813, -4.30100)
H (-4.59472, -1.67378, -3.50788)
H (-4.15633, -3.38961, -0.45512)
H (-4.68792, -1.72705, -0.24869)
H (-3.26730, -2.31135, 0.61399)
H (-1.01549, -3.46704, -2.66909)
H (-0.82878, -3.30016, -0.93224)
H (-0.17960, -2.06684, -2.11290)
H (-4.76710, 0.08668, -1.50370)
H (-5.95136, 2.22895, -1.68647)
H (-4.70303, 4.31463, -2.11980)
H (-2.26545, 4.23622, -2.53636)
H (-1.05804, 2.09454, -2.36486)
F (0.87781, 3.43955, 4.28608)
C (0.76429, 2.96689, 3.05114)
C (-0.44152, 2.44237, 2.60828)
F (-1.49373, 2.40268, 3.43019)
C (-0.54352, 1.91849, 1.33707)
F (-1.71358, 1.37717, 0.96725)
C (0.53850, 1.87481, 0.43120)
O (0.51298, 1.34320, -0.77073)
C (1.73724, 2.43143, 0.92146)
F (2.81680, 2.37187, 0.14216)
C (1.85640, 2.94970, 2.19724)
F (3.02948, 3.39896, 2.62235)

Results of the Löwdin charge analysis, in e, for atoms 1 through 5:
1. Ru 1.219
2. S 1.101
3. C -0.369
4. C -0.147
5. C -0.095